[1]
3 unconnected molecules or ions with the total composition C16H35ClFO6. Source: the OMol25 dataset; level of theory: ωB97M-V with the def2-TZVPD basis set.

## Properties
Charge: -1
Frontier orbital gap, eV: 4.36
E_HOMO, eV: -1.8

Geometry (Å):
C (2.5406, 2.8694, -0.6862)
C (1.5899, 1.8066, -0.1248)
C (2.3872, 0.5408, 0.2227)
Cl (1.2437, -0.8944, -0.0564)
C (3.0039, 0.4990, 1.5809)
F (4.3838, 1.0029, 1.3770)
H (3.5257, 2.7769, -0.2414)
H (2.1458, 3.8621, -0.4823)
H (2.6449, 2.7690, -1.7645)
H (1.0926, 2.1842, 0.7603)
H (0.8444, 1.5915, -0.8890)
H (3.1995, 0.4126, -0.4828)
H (2.5343, 1.2716, 2.1936)
C (-0.0797, -8.0607, -5.0946)
O (0.7492, -7.2598, -4.2900)
C (1.4504, -6.2771, -5.0341)
C (1.8582, -5.1060, -4.1674)
O (0.8081, -4.2062, -3.8689)
C (-0.1142, -4.5750, -2.8517)
C (0.4180, -4.4288, -1.4448)
O (1.3009, -5.4941, -1.1212)
C (2.2472, -5.1140, -0.1407)
H (0.5074, -8.6588, -5.8033)
H (-0.6276, -8.7321, -4.4354)
H (-0.8018, -7.4494, -5.6494)
H (0.8275, -5.9086, -5.8585)
H (2.3550, -6.7378, -5.4571)
H (2.5720, -4.5151, -4.7469)
H (2.3659, -5.4447, -3.2624)
H (-0.5071, -5.5802, -3.0200)
H (-0.9418, -3.8707, -2.9596)
H (-0.4257, -4.4497, -0.7413)
H (0.9300, -3.4678, -1.3415)
H (2.8242, -4.2418, -0.4636)
H (2.9253, -5.9544, 0.0038)
H (1.7623, -4.8786, 0.8122)
C (-4.5147, 6.8450, 1.9083)
O (-3.9040, 5.8090, 2.6375)
C (-4.1433, 4.5291, 2.0730)
C (-3.0765, 3.5324, 2.4708)
O (-1.8562, 3.6636, 1.7645)
C (-0.9994, 4.7387, 2.1287)
C (-0.2918, 4.5467, 3.4508)
O (-1.1613, 4.7908, 4.5499)
C (-0.7737, 4.0875, 5.7073)
H (-5.6086, 6.7621, 1.9356)
H (-4.2206, 7.7875, 2.3675)
H (-4.1784, 6.8449, 0.8647)
H (-4.1750, 4.5956, 0.9789)
H (-5.1183, 4.1672, 2.4303)
H (-3.4473, 2.5427, 2.1934)
H (-2.9205, 3.5346, 3.5509)
H (-1.5314, 5.6910, 2.0900)
H (-0.2255, 4.7571, 1.3585)
H (0.5475, 5.2528, 3.5079)
H (0.1076, 3.5281, 3.4944)
H (-0.7281, 3.0091, 5.5185)
H (-1.5226, 4.2779, 6.4750)
H (0.2030, 4.4258, 6.0731)

Forces on atoms 1 to 3 (eV/Å):
C -0.207 -0.010 0.208
C 0.298 -0.343 -0.754
C 0.270 0.828 0.826

---

[2]
A molecular structure, C45H54NO2P3Pd. Source: the OMol25 dataset; level of theory: ωB97M-V with the def2-TZVPD basis set.

## Properties
Charge: -2
Frontier orbital gap, eV: 5.22
Energy above the lowest of the compared OMol25 structures with the same formula, charge and spin, kcal/mol: 14.0
E_HOMO, eV: -0.7

Geometry (Å):
Pd (0.2220, -0.7595, -0.7770)
C (-2.3122, -2.6775, -3.0107)
C (-3.0571, -1.4481, -2.4750)
C (-4.1175, -0.9910, -3.4745)
P (-1.8009, -0.2278, -1.8584)
C (-1.4693, 0.9921, -3.2281)
C (-2.5777, 1.9290, -3.7008)
C (-0.7661, 0.3140, -4.4017)
C (-2.7434, 0.8756, -0.7206)
C (-4.1110, 0.8081, -0.5376)
C (-4.8167, 1.6641, 0.3107)
C (-6.3051, 1.5342, 0.4875)
C (-4.0803, 2.6477, 0.9566)
C (-2.7019, 2.7336, 0.8294)
C (-1.9632, 1.8276, 0.0282)
N (-0.6246, 1.7705, -0.1477)
C (0.3560, 2.1989, 0.6689)
C (0.2213, 2.7135, 1.9830)
C (1.3076, 3.1582, 2.7177)
C (2.5975, 3.1265, 2.2111)
C (3.7813, 3.6133, 3.0004)
C (2.7584, 2.5382, 0.9550)
C (1.7141, 2.0187, 0.2077)
P (1.9422, 1.0500, -1.3561)
C (2.4277, 2.4299, -2.5318)
C (1.3809, 3.5434, -2.4715)
C (3.8251, 3.0267, -2.4037)
C (3.4478, -0.0615, -1.2248)
C (4.8067, 0.3133, -0.6274)
C (3.6432, -0.6786, -2.6140)
H (-2.9897, -3.5357, -3.0771)
H (-1.4591, -2.9446, -2.3819)
H (-1.9250, -2.4853, -4.0158)
H (-3.5530, -1.7555, -1.5454)
H (-3.6631, -0.7941, -4.4483)
H (-4.6386, -0.0847, -3.1658)
H (-4.8648, -1.7794, -3.6218)
H (-0.7271, 1.5927, -2.6985)
H (-3.2590, 1.4415, -4.4018)
H (-2.1389, 2.7882, -4.2215)
H (-3.1653, 2.3124, -2.8647)
H (-1.4712, -0.2578, -5.0135)
H (0.0124, -0.3678, -4.0518)
H (-0.2968, 1.0588, -5.0544)
H (-4.6789, 0.0468, -1.0629)
H (-6.6616, 0.5897, 0.0708)
H (-6.8614, 2.3376, -0.0085)
H (-6.5933, 1.5513, 1.5433)
H (-4.5903, 3.3721, 1.5889)
H (-2.1846, 3.5393, 1.3293)
H (-0.7537, 2.7421, 2.4458)
H (1.1349, 3.5367, 3.7228)
H (3.4765, 4.3335, 3.7638)
H (4.5188, 4.1047, 2.3595)
H (4.2988, 2.7965, 3.5176)
H (3.7682, 2.4508, 0.5756)
H (2.3529, 1.9597, -3.5214)
H (1.4806, 4.1062, -1.5406)
H (0.3618, 3.1606, -2.4987)
H (1.5162, 4.2358, -3.3094)
H (4.0067, 3.4075, -1.3979)
H (3.9341, 3.8709, -3.0956)
H (4.6030, 2.3015, -2.6400)
H (3.0286, -0.8610, -0.6078)
H (5.4424, 0.8369, -1.3460)
H (5.3284, -0.6080, -0.3500)
H (4.7389, 0.9216, 0.2714)
H (4.0932, 0.0438, -3.3046)
H (2.6955, -1.0273, -3.0288)
H (4.2918, -1.5548, -2.5463)
O (3.0938, -4.0832, -1.3994)
C (1.9478, -3.8162, -0.9789)
O (0.9718, -3.3290, -1.5831)
C (1.6948, -4.2083, 0.4996)
C (2.2142, -5.4498, 0.8837)
C (2.0214, -5.9710, 2.1482)
C (1.3198, -5.2308, 3.0936)
C (0.8373, -3.9841, 2.7392)
C (1.0018, -3.4548, 1.4542)
P (0.3586, -1.7267, 1.1669)
C (-1.3889, -1.9171, 1.7082)
C (-2.0727, -0.7929, 2.1779)
C (-3.4318, -0.8445, 2.4389)
C (-4.1381, -2.0219, 2.2206)
C (-3.4710, -3.1404, 1.7376)
C (-2.1055, -3.0911, 1.4871)
C (1.1283, -0.9474, 2.6619)
C (2.4244, -0.4645, 2.4915)
C (3.1102, 0.1315, 3.5370)
C (2.5017, 0.2787, 4.7756)
C (1.2071, -0.1839, 4.9582)
C (0.5294, -0.7952, 3.9110)
H (2.7862, -5.9897, 0.1393)
H (2.4243, -6.9466, 2.4011)
H (1.1629, -5.6095, 4.0976)
H (0.3133, -3.3968, 3.4844)
H (-1.5431, 0.1447, 2.3018)
H (-3.9415, 0.0509, 2.7734)
H (-5.2054, -2.0607, 2.4103)
H (-4.0151, -4.0591, 1.5455)
H (-1.5965, -3.9609, 1.0880)
H (2.8916, -0.5458, 1.5174)
H (4.1144, 0.5055, 3.3726)
H (3.0288, 0.7632, 5.5902)
H (0.7141, -0.0685, 5.9174)
H (-0.4814, -1.1504, 4.0686)

Forces on atoms 1 to 3 (eV/Å):
Pd 0.092 0.261 -0.684
C 0.010 -0.017 -0.017
C -0.032 -0.132 0.066

---

[3]
2 unconnected molecules or ions with the total composition C2H8S2. Source: the OMol25 dataset; level of theory: ωB97M-V with the def2-TZVPD basis set.

## Properties
Charge: +1
Frontier orbital gap (spin up / spin down), eV: 10.79 / 2.70
2S+1: 2
Energy above the lowest of the compared OMol25 structures with the same formula, charge and spin, kcal/mol: 48.4
E_HOMO (spin up / spin down), eV: -14.3 / -12.1
<S²>: 0.755

Geometry (Å):
C (-0.7575, -1.6079, 0.3354)
S (-1.4031, -1.5802, 2.0951)
H (0.3318, -1.5946, 0.1172)
H (-1.3988, -0.8680, -0.1675)
H (-1.1932, -2.5474, -0.1683)
H (-2.6216, -2.0929, 1.5168)
C (1.2886, 1.4311, -1.1441)
S (1.3969, 2.8283, 0.2292)
H (1.6904, 1.9333, -2.0536)
H (0.1563, 1.3453, -1.1700)
H (1.6002, 0.4078, -0.9020)
H (0.9100, 2.3451, 1.3120)

Forces on atoms 1 to 3 (eV/Å):
C -1.455 -1.599 -0.731
S -0.981 -0.968 -2.393
H -0.860 0.377 0.691

---

[4]
C7H10 in the gas phase. Source: the OMol25 dataset; level of theory: ωB97M-V with the def2-TZVPD basis set.

## Properties
Charge: 0
Frontier orbital gap, eV: 10.39
Energy above the lowest of the compared OMol25 structures with the same formula, charge and spin, kcal/mol: 54.7
SMILES: C[C@]12C[C@@H]3[C@H](C1)[C@@H]32
E_HOMO, eV: -9.3

Geometry (Å):
C (-0.8352, -1.4025, -1.1456)
C (-0.2838, -0.3058, -0.2545)
C (-0.4112, -0.3576, 1.2925)
C (0.8988, 0.4148, 1.3178)
C (0.8631, 1.4009, 0.1500)
C (-0.4672, 1.2059, -0.5619)
C (1.2489, -0.0297, -0.0698)
H (-1.6030, -1.9958, -0.6388)
H (-1.2665, -1.0054, -2.0717)
H (-0.0297, -2.0893, -1.4310)
H (-1.3046, 0.0972, 1.7429)
H (-0.2851, -1.3750, 1.6781)
H (1.5754, 0.5623, 2.1531)
H (1.5158, 2.2674, 0.1302)
H (-1.3619, 1.7044, -0.1638)
H (-0.3798, 1.4113, -1.6344)
H (2.1259, -0.5031, -0.4931)

Forces on atoms 1 to 3 (eV/Å):
C -0.039 -0.008 -0.020
C -0.185 -0.170 -0.127
C -0.090 -0.039 0.058